Record 1
16
Properties=species:S:1:pos:R:3:forces:R:3 method="wB97M-V/def2-TZVPD" charge=-1 spin_multiplicity=1 homo_lumo_gap_ev=7.82 smiles="C[C@@H](O)CNC(=O)[O-]" de_lowest_ev=1.294
O -0.728045 0.549091 2.675982 0.6 0.3 0.6
C 0.183480 1.870947 0.860579 -0.7 1.3 1.0
N 0.791609 -0.685030 -0.483355 -0.4 -0.3 0.1
O -1.225677 -0.895689 -1.575996 -0.2 -0.4 -0.1
H -0.945897 -0.856836 0.631508 -0.1 -0.1 -0.3
H -1.563818 0.459709 2.230247 -0.5 -0.1 -0.3
H 0.518695 -1.470908 1.459818 -0.3 -0.4 -0.2
C -0.015404 -0.651822 -1.705216 0.8 1.2 0.3
H 1.213120 0.521018 2.228595 0.2 0.2 -0.1
O 0.652163 -0.279752 -2.695269 -0.2 -0.3 -0.2
H 1.611547 -0.091360 -0.557615 -0.3 -0.3 -0.1
H -0.867767 2.078165 0.629931 0.0 -0.5 -0.5
H 0.791111 1.995886 -0.028589 0.0 -0.4 -0.1
C 0.118125 -0.699034 0.785995 1.0 0.7 0.9
C 0.284011 0.588102 1.662175 -0.5 -0.7 -0.9
H 0.374707 2.732931 1.521125 0.4 -0.2 0.0



Record 2
59
Properties=species:S:1:pos:R:3:forces:R:3 method="wB97M-V/def2-TZVPD" charge=0 spin_multiplicity=1 homo_lumo_gap_ev=3.15
Cl 5.224411 -1.705763 -8.330021 0.1 0.0 0.0
N -2.443472 1.495172 4.867943 0.6 -0.3 1.6
Br -5.328247 -1.064975 3.018137 -0.1 0.1 -0.1
Rb 0.755130 -2.156637 4.901734 1.5 -2.8 -0.5
H -4.968846 -0.919383 0.576625 0.0 -0.1 0.0
H -3.628056 0.304017 6.417065 0.3 0.0 0.0
H 3.360965 1.947896 -1.030994 -0.1 0.0 0.3
H -0.606217 3.272425 5.281831 -0.1 0.1 0.3
C 2.975995 -0.341025 -6.227492 -0.3 -0.1 0.2
H -3.347927 -2.701159 0.191926 0.1 0.0 0.0
Cl -0.318224 3.571472 -2.275052 -0.3 0.6 1.0
Br 0.532367 -2.575965 -8.302125 0.0 0.0 0.0
H -5.244101 -1.880073 5.484475 0.0 0.1 0.1
H 6.936674 -2.482287 -6.925177 0.0 0.0 0.0
B -3.664690 1.092047 5.522841 -0.3 0.0 -0.6
H 3.717278 -0.916463 -5.666261 0.1 0.0 -0.1
H 0.420043 1.847786 2.907049 -0.1 0.1 0.1
F -5.598890 3.266213 7.155440 0.1 0.1 0.2
C 0.551612 2.417583 1.993707 0.0 0.3 -0.2
C 1.931883 0.997257 -2.337880 -0.4 -0.3 0.3
H 1.422941 -1.114485 -5.349670 -0.1 0.1 -0.1
H 2.806128 -0.820243 -7.192003 0.1 0.0 0.0
Li 0.028121 3.972887 0.429820 0.0 0.1 -2.1
H -1.297120 -0.927494 5.346173 -0.5 0.4 -0.2
C -0.415523 2.371327 5.866429 0.1 0.1 -0.8
H -4.495849 -3.350132 1.382035 0.0 0.0 0.1
C -4.297615 -1.189326 1.388619 -0.1 0.0 0.2
H -0.107846 -0.114070 4.266609 -0.2 0.3 -0.2
C 6.739338 -1.545326 -7.431234 0.1 -0.1 -0.1
H 0.147746 -0.157834 6.025133 0.0 0.4 0.2
C 2.376460 2.132662 -1.459946 0.5 0.2 -0.7
Br 0.052674 -3.400709 -5.269796 0.0 0.0 0.1
H -0.716283 2.550503 6.901396 0.1 0.0 0.0
O 1.435109 2.417187 -0.350341 0.3 -0.2 0.7
H 0.910838 1.159162 -2.681801 0.1 0.1 -0.1
O 0.717177 0.247660 0.565293 0.0 -0.2 0.3
H 2.417395 3.059855 -2.020756 -0.3 0.1 0.1
H 1.121992 3.326181 2.206903 0.1 -0.1 0.2
S 1.481680 1.416888 0.852740 0.0 0.1 -0.2
H 0.651984 2.143702 5.790827 0.0 0.0 0.3
C -0.117180 -3.932980 -7.113292 0.0 0.0 -0.1
C -3.759125 -2.577453 1.191076 0.1 0.1 -0.2
O 1.760561 -0.224394 -5.495386 0.1 0.0 0.0
O 2.821500 1.307826 1.341581 0.0 -0.2 0.3
H 2.590992 0.927521 -3.201746 0.0 0.1 0.0
Br 0.727120 -5.628062 -7.432832 0.0 0.0 0.0
H -5.954034 -1.022216 6.530827 0.1 0.1 0.0
H -3.508205 -0.448128 1.466361 0.0 0.0 -0.1
H 1.965364 0.044898 -1.805871 0.1 0.0 0.0
H 7.529614 -1.317831 -8.135927 0.0 0.0 0.0
C -1.281233 1.268758 5.294059 -0.1 0.3 -0.4
C -0.602237 -0.092744 5.237001 -1.0 1.6 0.5
O -5.409422 -1.813556 6.431118 -0.1 -0.1 0.0
Cl -5.152891 1.795994 5.126494 -0.5 -0.1 -0.4
H -1.172223 -4.055517 -7.309969 0.0 0.0 0.0
H -0.442585 2.645523 1.584138 0.0 -0.6 0.3
Cl 6.686152 -0.255379 -6.224600 0.0 0.0 0.0
H 3.359974 0.663115 -6.393563 0.0 0.0 0.0
Br -2.279163 -2.931896 2.420346 0.1 -0.1 0.1



Record 3
104
Properties=species:S:1:pos:R:3:forces:R:3 method="wB97M-V/def2-TZVPD" charge=-1 spin_multiplicity=2 homo_lumo_gap_ev="1.31 / 5.99" s_squared=0.761
C 0.442778 6.403192 2.979013 0.5 -1.4 -0.1
H -8.056913 0.335020 0.654273 0.0 0.2 0.1
H 1.004634 -5.758166 -4.357388 -0.5 0.2 -0.4
C 1.561636 4.252778 2.607581 -1.3 0.4 0.0
C -6.946247 -1.012107 1.970137 1.5 0.8 -2.0
H 3.202778 1.125962 4.476330 0.0 0.3 0.0
O 3.756867 -3.141630 -1.073332 0.6 -0.1 0.1
C -0.598864 -0.945042 -1.212614 -1.5 -1.0 -0.8
C 0.701974 -5.560443 -3.339690 -0.1 -0.4 0.2
H 4.890740 -2.457420 2.789406 -0.4 -0.1 -0.3
H -0.064470 4.681172 -2.466351 0.0 -0.1 0.2
C 0.009333 -0.710363 1.428834 -0.4 1.0 2.3
C 0.564105 2.308272 7.676268 -0.6 0.4 -0.5
C 4.057701 0.541957 4.169026 1.3 -0.8 -0.6
H 1.041367 2.514364 -2.263100 -0.1 -0.5 0.0
H 2.152111 5.613697 4.105778 -0.4 0.1 0.5
H 1.454102 1.189436 -4.379969 0.1 0.0 0.0
H -1.708780 -2.059411 1.715154 0.4 0.0 0.6
F -2.147697 -2.700493 -0.608360 -0.1 0.8 -0.2
O 3.208889 -2.663240 -3.933741 -0.2 1.2 0.0
C -7.115046 -0.163999 0.828246 0.8 -1.1 1.0
F 0.153137 7.438960 3.805748 0.6 -0.1 -0.3
C 0.658764 4.036238 1.566210 -0.3 0.3 -0.4
H -2.479623 -2.022183 -3.805254 0.1 0.2 0.1
C -0.202935 4.532365 -4.562115 -0.8 -0.6 -2.4
H -1.331764 -2.955387 -4.748982 0.3 0.2 -0.2
H -4.190663 -0.812730 -0.775351 0.3 0.0 0.3
H -0.933098 7.084470 1.495088 -0.4 -0.2 0.0
N 0.995498 1.049701 7.346241 0.4 -0.7 0.1
C 4.972266 -1.475787 3.232286 0.4 -0.4 0.4
H 0.590840 3.140610 0.966513 0.3 -0.3 0.3
H 1.861629 -2.490620 -0.752182 -0.3 0.5 0.2
C 1.418089 5.428506 3.335508 -0.4 1.5 -0.3
H 0.189745 -0.460679 2.463972 0.1 -0.6 0.4
C 0.102811 4.037669 -3.317423 -0.7 1.8 -0.8
H 0.033817 1.161921 4.111754 0.0 -0.1 -0.3
C -0.240588 5.048249 1.193739 0.2 -0.8 -0.9
C 0.673468 0.050448 0.535523 0.7 0.4 -1.5
H -0.669651 5.501154 -4.662215 0.1 0.1 0.0
N -0.077719 3.840784 -5.788807 0.1 1.3 3.0
C 1.749103 -5.672178 -2.426337 -1.6 0.4 0.8
N -5.823708 -1.746041 2.114953 0.0 0.3 -1.2
C 1.455764 -5.469395 -1.059043 0.2 0.5 -1.4
C -0.084794 2.869074 5.437276 -0.2 0.6 -0.6
H -4.099311 -2.447748 1.260793 0.3 0.2 -0.1
H -0.921883 4.935868 0.363308 0.1 -0.5 -0.3
F -0.150117 -4.834754 0.598815 0.6 -0.4 -0.5
O -4.947745 1.267815 -3.186464 -1.8 0.7 1.0
C -3.797068 0.509124 -3.183130 1.2 -0.4 -0.7
C -1.030422 -1.522519 1.068644 -0.9 -1.1 -0.1
C 0.518404 2.676314 -5.640060 0.4 -0.3 0.8
C 1.819607 -2.381262 -4.199219 -0.2 -2.1 -0.3
H 1.277622 -2.150576 -3.282092 0.4 0.4 0.0
C 0.674944 2.812257 -3.234382 1.4 -0.6 0.6
C -0.330019 6.248523 1.817404 0.9 1.1 2.1
H -2.569701 -1.954120 -5.577748 -0.3 -0.7 0.1
C 0.241570 1.539298 5.102120 0.4 -1.3 0.6
C -0.013868 3.212075 6.791795 0.5 -1.0 1.5
C -6.073524 -0.048568 -0.100381 -1.1 -0.2 0.5
H 0.904168 -0.368046 5.769527 0.2 -0.4 0.3
C -4.860700 -1.692927 1.130675 -1.6 0.8 0.5
H -1.428082 -0.262310 -5.486020 0.0 -0.1 0.1
C -0.946760 -5.053575 -1.569496 1.5 -1.0 -3.1
H 0.668390 2.142564 -6.566885 0.2 -0.4 0.0
O -1.054090 -0.862421 -4.836702 0.4 -0.5 0.5
H -0.518923 4.106887 7.124410 0.3 0.3 0.3
C -4.910972 -0.804058 0.029300 -0.8 -1.0 0.9
H 2.840668 -2.799647 0.684461 -0.1 0.0 0.1
C -1.272158 -1.719037 -0.254962 0.6 0.5 -1.0
C 3.854467 -0.686542 3.502233 0.8 0.7 1.0
H -0.802767 -1.042046 -2.268746 -0.1 -0.2 -0.2
H -0.485451 3.612206 4.763763 -0.1 -0.3 -0.4
H -6.304346 0.576355 -0.950436 0.6 0.1 -0.2
H 2.847930 -1.055573 3.371484 0.0 0.0 -0.4
H -3.980348 -0.563921 -3.127568 -0.2 -0.2 -0.5
C 6.457434 -0.064127 4.263123 -2.6 0.4 -0.9
H -5.377798 1.087044 -4.025499 -0.2 0.2 0.1
H 5.620114 1.845709 4.930508 0.0 0.0 0.1
H 3.149967 -1.328503 -0.178610 0.0 0.2 -0.4
C 2.853225 -2.368232 -0.316457 -0.1 -0.7 0.3
C 0.140636 -5.152012 -0.707597 -0.7 0.4 1.1
H 2.737517 -5.841883 -2.827135 0.2 -0.1 0.4
H 2.230609 3.518570 3.031622 0.1 -0.2 -0.5
H 2.314584 -5.377066 -0.410735 -0.4 -0.1 0.6
C 5.392588 0.903040 4.455106 0.5 -1.7 0.0
C 0.725345 0.650728 6.080189 -0.6 2.0 -1.4
N 6.242864 -1.245048 3.619041 -0.3 1.8 0.9
H 3.582707 -2.960760 -4.766410 0.2 0.0 0.1
H 0.690653 2.485973 8.734000 -0.2 0.5 0.2
H 1.547095 -1.738662 -5.036422 0.6 0.7 0.3
H -3.344480 0.849752 -4.114382 1.2 -0.9 0.0
H -1.372119 -5.136734 -3.718304 -0.2 -0.2 0.0
H 0.996938 0.501285 -1.449724 -0.5 0.1 -0.7
H -3.119498 0.675608 -2.345700 -0.3 0.7 0.1
H 1.466040 -3.366814 -4.502182 -0.8 0.0 0.0
C 0.313840 -0.029424 -0.803097 1.8 0.3 0.7
H -1.986933 -4.848103 -1.363974 0.4 0.1 0.7
H 7.444773 0.138538 4.651051 0.2 0.0 -0.1
C -0.619474 -5.276246 -2.956412 0.7 0.3 1.5
H -7.719067 -1.060647 2.722991 0.1 -0.2 0.2
C 0.976150 2.157842 -4.392398 -0.7 -0.7 -1.4
H 3.628878 -2.945737 -2.004374 0.0 0.1 -0.3
C -1.894410 -2.022147 -4.724835 -0.3 0.7 -0.6
H 1.540922 0.649734 0.769576 -0.2 0.2 0.5



Record 4
65
Properties=species:S:1:pos:R:3:forces:R:3 method="wB97M-V/def2-TZVPD" charge=+4 spin_multiplicity=1 homo_lumo_gap_ev="2.47 / 2.45"
C 1.413366 2.839211 -3.119976 0.1 -0.5 -0.3
C 1.757830 -1.389590 0.444111 -0.5 0.6 -0.2
H 0.940974 4.074236 -0.013794 0.0 0.0 0.0
Ge 0.637814 -0.860155 -1.036132 0.9 -1.5 -1.1
H 0.851440 4.813404 4.382468 0.0 0.0 0.0
C -3.081592 -0.292783 -2.153727 0.1 -0.1 0.0
H 1.647377 3.182138 -4.122232 0.0 0.0 0.0
H 0.558939 4.036772 2.066189 0.0 0.1 0.0
H -4.632532 2.625479 -3.009130 0.0 0.0 0.0
C 1.039282 0.995420 -1.612857 -0.1 -0.6 0.1
C -0.011208 3.023829 5.226772 0.0 0.0 0.0
H 0.653695 -3.213604 0.826549 -0.1 0.0 0.0
C 0.239314 3.413916 2.889383 0.0 0.2 -0.1
H -0.617671 -1.243033 -3.893869 -0.1 0.0 0.0
N -2.228440 1.572523 -0.949206 0.2 0.4 1.1
H -2.724208 -2.871108 3.439337 0.0 0.0 0.0
Tc -0.891259 1.654554 0.596148 1.0 1.0 -0.9
C 2.325515 -2.991162 2.145494 -0.2 0.0 -0.2
C 1.485639 -2.583080 1.114044 0.2 0.0 0.3
H -1.911357 -1.011196 4.828124 0.0 0.0 0.0
C 0.403342 3.847558 4.191682 0.1 -0.1 -0.1
H 1.329102 4.842222 -2.312801 0.0 0.0 0.0
H 1.478248 0.768085 -3.696447 0.0 -0.1 0.0
H 1.156641 -4.922081 -5.272587 -0.1 0.0 0.0
C -0.715372 1.412129 3.614149 -0.1 -0.1 0.2
C -2.283523 -2.008930 2.952340 0.0 -0.1 -0.1
C 0.844538 1.955987 -0.572274 -0.7 0.1 0.4
C 1.320459 1.458069 -2.875874 0.0 0.1 -0.2
C -1.179853 -0.325040 -0.323387 -0.3 -0.4 0.0
C 3.422384 -2.209821 2.494032 0.1 0.0 0.1
C -3.951066 1.946372 -2.514491 0.2 0.1 0.1
H 1.101233 1.602693 0.468697 0.5 -0.2 0.2
C 3.695142 -1.026509 1.822062 0.0 0.2 -0.2
H -0.914983 1.126818 5.719587 0.0 0.0 0.0
H -3.097429 -1.356952 -2.351431 0.1 0.0 0.0
C -1.827386 -0.953522 3.750968 0.0 0.2 0.0
C 1.037967 -4.179874 -4.494981 -0.5 0.5 -0.3
C -2.224138 0.245656 -1.228399 -0.1 -0.3 0.2
H -4.678331 0.193680 -3.514690 0.0 0.0 0.0
C 0.983957 3.350327 -0.818503 0.0 0.7 -0.3
C 1.226914 3.785565 -2.101036 -0.1 0.2 0.7
H 0.100789 3.336873 6.257629 0.0 0.0 0.0
C 1.711978 -4.301790 -3.306603 0.1 1.2 1.7
H 2.371608 -5.137651 -3.113229 0.0 0.0 0.0
C 2.864336 -0.610702 0.783654 0.1 -0.2 0.5
C -1.287697 0.151359 3.125387 0.0 0.0 0.2
C 0.699061 -2.207448 -2.479853 0.4 0.2 0.9
C -3.965143 0.580342 -2.795977 0.0 -0.1 0.0
N -0.306430 2.220589 2.587148 -0.9 -0.3 -0.3
C 0.031489 -2.082718 -3.676469 -0.3 -1.2 -1.9
C -3.064800 2.428835 -1.577235 -0.3 0.3 -0.2
H 4.083817 -2.540579 3.284285 0.0 0.0 0.0
C -2.175152 -2.003430 1.556091 -0.1 -0.2 -0.1
H 2.136190 -3.924865 2.659205 0.0 0.0 0.0
C -1.611888 -0.882936 0.992335 0.0 0.0 0.3
H -3.020027 3.477037 -1.309329 0.0 0.0 0.0
H -2.516060 -2.844304 0.966124 0.0 0.0 0.0
H 4.561876 -0.433697 2.084418 0.0 -0.1 0.0
H -0.337224 -2.948788 -5.623136 0.1 -0.1 0.0
H 2.113909 -3.428357 -1.371263 -0.1 0.0 -0.1
C -0.579331 1.783598 4.927409 0.0 -0.1 0.0
C 1.551057 -3.306254 -2.290840 0.2 -1.1 -0.6
N -1.248293 0.127820 1.786881 0.1 -0.2 -0.6
H 3.105351 0.296381 0.240157 0.1 0.0 0.0
C 0.199820 -3.077519 -4.691104 -0.2 1.1 0.9



Record 5
84
Properties=species:S:1:pos:R:3:forces:R:3 method="wB97M-V/def2-TZVPD" charge=-1 spin_multiplicity=1 homo_lumo_gap_ev=7.57 de_lowest_ev=1.870
C -2.885524 2.246331 2.679725 0.1 -0.1 -0.1
H -0.893485 -3.768232 3.604230 0.0 0.0 0.0
O -1.225834 -1.253098 8.551619 0.0 0.0 0.1
H 3.012171 -3.632196 -4.676770 0.0 0.0 0.0
Cl -2.416830 3.918337 2.344000 -0.1 0.0 0.1
C -0.135506 -0.681327 4.920787 0.2 0.0 -0.2
S -0.517777 1.974219 4.243091 0.1 0.1 0.1
H -2.351948 -3.006565 4.218728 0.0 0.0 0.0
Zr -1.160215 -0.642261 1.451405 0.1 -1.0 0.4
H -0.457471 0.298048 -2.746948 0.0 0.0 0.0
C 3.130183 1.213860 -0.015151 0.2 0.0 0.1
H -4.955599 -2.654395 2.937849 0.0 0.0 0.0
H -3.877355 -0.526906 -1.245188 0.0 0.0 0.0
H 5.115244 2.208860 -1.867523 0.0 0.0 0.0
C -1.200894 3.626828 -0.952134 0.0 0.0 0.0
H -2.489308 -3.172092 -2.087590 0.0 0.0 0.0
C -0.199983 -4.033949 0.789410 0.1 0.1 0.0
C 1.817550 -2.605488 -3.218118 0.0 0.0 0.0
H -2.464330 -4.565988 3.401745 0.0 0.0 0.0
C 1.714594 -0.679964 0.738705 -0.2 0.0 -0.6
S 0.567268 -1.270220 3.422192 0.0 0.1 -0.1
C 2.849407 -2.705620 -4.140322 0.0 0.0 0.0
C -4.264017 -1.192933 -0.469581 0.1 0.2 0.0
C -0.658163 1.229558 -2.231504 0.0 0.1 0.0
C -1.726604 -2.547522 -1.611154 0.2 0.2 -0.1
H 4.491410 -1.689653 -5.074115 0.0 0.0 0.0
H 0.834084 -1.373950 -1.775229 0.1 0.0 -0.1
C 3.199525 2.726168 -2.701034 0.1 0.1 -0.1
H 2.724247 5.258208 -4.918762 0.0 0.0 0.0
C 5.288723 3.842532 -3.229658 0.0 0.0 0.0
S -0.295628 -1.898969 6.169218 0.0 -0.1 0.1
H -4.987803 -0.631617 0.119224 0.0 0.0 0.0
C -1.949444 -3.598867 3.396263 0.0 0.0 0.0
C -2.154136 -2.920295 2.078679 0.0 -0.1 -0.1
C 3.251134 4.584364 -4.254857 0.0 0.0 0.0
C -4.361888 -1.763449 2.712296 0.0 0.1 0.0
C 2.548931 3.602093 -3.568698 0.0 0.0 0.0
H -3.248647 3.277464 -1.480327 0.0 0.0 0.0
H 3.464797 2.220475 0.246181 0.1 0.0 0.0
C -3.175251 -1.773786 0.382399 0.0 0.0 -0.1
H -4.806486 -1.998660 -0.975486 0.0 0.0 0.0
H 0.893272 3.717823 -0.539909 0.0 0.0 0.0
C -1.392446 -3.130282 0.897188 -0.1 -0.2 0.1
C 2.427894 -0.307968 -2.750990 0.0 -0.3 -0.1
C -2.231994 2.908792 -1.536689 0.0 0.0 0.0
O 0.481648 -0.574535 0.205023 0.7 -0.3 0.6
H 4.111877 0.418961 -3.882656 0.0 0.0 0.0
O -0.890149 1.351940 1.691038 -0.4 0.3 0.2
H 1.476884 3.523025 -3.709276 0.0 0.0 0.0
H 1.177924 -3.457741 -3.025150 0.0 0.0 0.0
C 0.389330 1.938753 -1.643483 -0.3 0.1 0.0
Cl -3.787338 1.590973 1.262492 0.1 0.3 0.3
C -0.526256 0.560291 5.268642 0.0 0.0 -0.1
H 0.746346 -3.514638 0.971157 -0.1 0.0 0.0
H -0.140715 -4.478298 -0.205436 0.0 0.0 0.0
C 4.579041 2.866793 -2.542570 0.0 0.0 0.0
H -1.410774 4.558112 -0.443425 0.0 0.0 0.0
C 3.676033 -1.615631 -4.365134 0.0 0.0 0.0
H 6.359446 3.929522 -3.093474 0.0 0.0 0.0
H -5.030706 -1.004714 2.307552 0.0 0.0 0.0
C -0.952509 -0.866161 7.443289 0.0 0.0 -0.1
H 1.545273 1.316649 1.451347 0.1 -0.1 0.0
C 1.613146 -1.420676 -2.525469 0.0 0.0 0.0
H -0.282715 -4.848640 1.509860 0.0 0.0 0.0
C -3.261601 -2.101170 1.756810 0.0 -0.1 0.0
C 3.463462 -0.427065 -3.678758 0.0 0.0 -0.1
H -0.757390 -3.013350 -1.783289 0.0 0.0 0.0
H -3.963088 -1.372208 3.648871 0.0 0.0 0.0
C 2.335401 0.625116 1.147571 -0.1 0.2 0.2
H 5.170504 5.473574 -4.619578 0.0 0.0 0.0
C -1.608616 1.334385 2.869689 -0.3 0.2 -0.2
O 2.316232 -1.727438 0.785451 0.0 -0.2 0.0
H 4.019759 0.602971 -0.197762 0.0 0.1 0.0
C 4.622857 4.705780 -4.087741 0.0 0.0 0.0
O -2.051740 0.075773 3.140457 -0.4 0.6 -0.2
H -2.762093 1.153633 -2.653221 0.0 0.0 0.0
H 2.992146 0.426672 1.995185 -0.1 0.1 0.0
C -2.014318 -2.411033 -0.147943 -0.1 -0.3 0.0
Ge 2.224503 1.335490 -1.736449 0.0 0.2 -0.1
S -1.189448 0.784256 6.875833 0.0 0.0 0.1
C 0.099529 3.144068 -1.006350 -0.1 -0.1 0.0
H -1.722906 -1.586306 -2.132070 0.0 0.0 0.0
C -1.960415 1.709322 -2.180303 0.0 0.0 0.0
Cl -3.934459 2.165796 4.092054 0.0 0.1 0.0